# 1
Computed, not measured: a molecular structure, C23H47AsN5O2Si at a distorted geometry, with wB97M-V/def2-TZVPD.

```
79
Properties=species:S:1:pos:R:3:mulliken_charge:R:1
C -2.70 -2.10 2.08 -1.55
C -1.71 -0.93 2.05 0.98
C -0.39 -1.32 1.37 -0.82
O 0.66 -0.45 1.62 -0.52
As 0.79 1.13 0.48 0.06
N 2.78 0.58 0.05 -0.70
C 2.85 -0.51 -0.41 0.71
O 2.89 -1.62 -0.85 -0.65
Si 1.48 2.33 2.41 0.70
C 1.58 4.18 2.06 -1.03
C 0.19 1.99 3.74 -1.10
C 3.12 1.67 3.06 -1.23
H -3.41 -1.96 2.89 0.35
H -3.27 -2.19 1.16 0.27
H -2.18 -3.04 2.28 0.46
H -2.16 -0.12 1.48 -0.25
H -1.50 -0.60 3.06 0.02
H -0.58 -1.44 0.29 0.25
H -0.11 -2.30 1.76 0.29
H -0.71 1.56 0.73 -0.11
H 0.96 2.37 -0.49 0.07
H 0.37 0.23 -0.71 0.01
H 2.37 4.63 2.65 0.39
H 0.64 4.64 2.32 0.29
H 1.77 4.32 1.00 0.15
H 0.38 1.03 4.22 0.32
H -0.77 1.90 3.23 0.19
H 0.10 2.79 4.47 0.44
H 3.93 1.73 2.34 0.35
H 3.41 2.23 3.95 0.38
H 2.96 0.64 3.38 0.25
C -5.90 -0.18 1.91 -0.79
C -6.26 0.29 0.50 -0.54
C -5.14 1.12 -0.14 -0.23
C -4.91 2.38 0.56 0.25
N -4.67 3.34 1.13 -0.49
H -5.75 0.67 2.58 0.35
H -6.69 -0.80 2.32 0.37
H -4.97 -0.76 1.91 -0.05
H -7.18 0.88 0.53 0.33
H -6.45 -0.58 -0.13 0.32
H -5.39 1.34 -1.18 0.34
H -4.21 0.55 -0.16 0.13
C 4.60 -4.22 0.00 -0.99
C 4.00 -5.52 -0.52 -0.34
C 4.03 -6.66 0.51 -0.45
C 5.39 -7.09 0.83 0.26
N 6.46 -7.43 1.07 -0.45
H 5.66 -4.34 0.23 0.38
H 4.50 -3.43 -0.74 0.15
H 4.08 -3.89 0.90 0.33
H 4.52 -5.83 -1.43 0.30
H 2.96 -5.34 -0.80 0.24
H 3.49 -7.53 0.12 0.29
H 3.53 -6.35 1.42 0.29
C 2.66 -1.94 -4.35 -1.00
C 1.68 -2.90 -5.00 -0.40
C 0.63 -2.21 -5.89 -0.44
C -0.29 -1.35 -5.14 0.23
N -1.02 -0.69 -4.56 -0.39
H 2.17 -1.26 -3.65 0.26
H 3.41 -2.49 -3.78 0.26
H 3.18 -1.34 -5.10 0.34
H 1.17 -3.49 -4.23 0.29
H 2.23 -3.60 -5.63 0.30
H 0.04 -2.96 -6.41 0.28
H 1.13 -1.60 -6.65 0.28
C -0.08 5.49 -1.30 -0.77
C -1.53 5.06 -1.45 -0.34
C -2.44 5.59 -0.34 -0.51
C -2.09 5.03 0.96 0.25
N -1.79 4.47 1.91 -0.44
H 0.35 5.09 -0.38 -0.12
H 0.52 5.13 -2.13 0.35
H 0.00 6.58 -1.27 0.39
H -1.59 3.97 -1.48 0.25
H -1.92 5.42 -2.41 0.34
H -3.48 5.33 -0.55 0.29
H -2.38 6.68 -0.29 0.34
```

Results
Multiplicity: 1
Orbital gap, eV: 6.6
Net charge: -1



# 2
Computed, not measured: a molecular structure, C23H28N4O2W at a distorted geometry, with wB97M-V/def2-TZVPD.

```
58
Properties=species:S:1:pos:R:3:mulliken_charge:R:1
N 3.07 -3.25 -1.31 -0.45
C 2.25 -3.66 -2.04 0.56
C 1.42 -4.41 -2.97 -0.93
H 1.85 -5.41 -3.04 0.35
H 1.37 -3.97 -3.97 0.32
H 0.38 -4.49 -2.62 0.27
N -3.23 3.14 -2.25 -0.47
C -3.28 4.20 -2.77 0.47
C -3.65 5.45 -3.40 -0.86
H -3.29 5.54 -4.42 0.31
H -3.32 6.32 -2.86 0.30
H -4.75 5.47 -3.43 0.29
N 4.51 1.27 3.07 -0.44
C 3.69 1.72 3.76 0.45
C 2.77 2.17 4.80 -0.82
H 1.73 1.94 4.52 0.20
H 2.79 3.23 5.02 0.33
H 2.98 1.58 5.71 0.33
W 1.18 1.37 -0.97 1.06
C -0.40 2.05 0.22 0.32
O -1.14 2.51 1.01 -0.17
C 0.10 -0.66 -0.80 -0.28
O -0.62 -1.21 -1.66 -0.49
C 2.26 1.62 -2.77 -0.29
C 3.08 1.01 -1.81 -0.39
C 3.17 1.58 -0.52 -0.43
C 2.46 2.78 -0.23 -0.39
C 1.67 3.40 -1.22 -0.43
C 1.50 2.77 -2.45 -0.56
H 2.09 1.18 -3.75 0.50
H 3.47 0.00 -1.98 0.46
H 3.72 1.11 0.30 0.59
H 2.54 3.20 0.74 0.60
H 1.10 4.31 -0.96 0.60
H 0.76 3.14 -3.14 0.56
C -2.82 -3.34 1.08 -0.85
N -2.91 -2.02 0.37 -0.05
C -4.36 -1.69 0.20 -0.71
C -2.16 -0.85 1.06 -1.66
C -0.77 -1.34 1.42 0.69
C -0.55 -2.03 2.61 -0.39
C 0.74 -2.54 2.85 -0.59
C 1.85 -2.28 2.03 -1.11
C 1.64 -1.59 0.84 -0.11
C 0.33 -1.24 0.52 1.25
H -3.32 -3.24 2.06 0.40
H -1.78 -3.65 1.18 0.35
H -3.37 -4.05 0.44 0.42
H -2.42 -2.11 -0.55 0.40
H -4.74 -1.44 1.20 0.39
H -4.44 -0.82 -0.47 0.37
H -4.84 -2.59 -0.19 0.36
H -2.22 -0.06 0.28 0.55
H -2.79 -0.59 1.94 0.52
H -1.44 -2.26 3.25 0.59
H 0.86 -3.16 3.72 0.56
H 2.85 -2.69 2.23 0.58
H 2.43 -1.42 0.10 0.60
```

Results
Expectation value of S²: 2.11
Multiplicity: 3
ΔE to the lowest compared entry with this formula, charge and spin, kJ/mol: 433.9
Orbital gap (spin up / spin down), eV: 3.9 / 3.1
Net charge: +4



# 3
Computed, not measured: 3 unconnected molecules or ions with the total composition C3H4N3O2 at a distorted geometry, with wB97M-V/def2-TZVPD.

```
12
Properties=species:S:1:pos:R:3:mulliken_charge:R:1
C -2.13 -0.20 0.11 -0.03
C 2.17 -0.30 -0.12 0.51
C -3.49 -0.29 -0.01 0.21
N -1.37 0.82 0.35 -0.14
N -4.67 -0.41 0.00 0.61
N 3.21 -0.56 0.35 -0.25
O 1.25 0.14 -0.69 -0.58
O -5.80 -0.18 -0.02 -0.44
H -1.39 -1.46 0.37 0.30
H -0.37 0.77 0.19 0.23
H -1.64 1.73 0.20 0.30
H 4.11 -0.95 0.54 0.30
```

Results
Multiplicity: 1
ΔE to the lowest compared entry with this formula, charge and spin, kJ/mol: 545.6
Orbital gap, eV: 8.7
Net charge: +1



# 4
Computed, not measured: a single C2H9N2P molecule at a distorted geometry, with wB97M-V/def2-TZVPD.

```
14
Properties=species:S:1:pos:R:3:mulliken_charge:R:1
C 1.20 -0.56 1.01 -0.81
N 0.20 -0.05 0.16 0.16
C -1.14 0.15 0.69 -1.00
P 0.45 1.11 -1.05 -0.06
N -0.67 0.34 -2.14 -0.57
H 0.71 -0.98 1.93 0.29
H 1.92 -1.35 0.64 0.27
H 1.98 0.19 1.47 0.26
H -1.96 0.39 -0.08 0.32
H -1.55 -0.84 1.07 0.36
H -1.22 0.87 1.57 0.31
H 1.71 0.51 -1.77 0.01
H -0.23 -0.10 -2.87 0.22
H -1.39 1.06 -2.40 0.25
```

Results
Multiplicity: 1
ΔE to the lowest compared entry with this formula, charge and spin, kJ/mol: 101.4
Orbital gap, eV: 9.0
SMILES: CN(C)PN



# 5
Computed, not measured: a molecular structure, C22H23ErN3O11 at a distorted geometry, with wB97M-V/def2-TZVPD.

```
60
Properties=species:S:1:pos:R:3:mulliken_charge:R:1
Er 0.53 0.64 0.22 1.16
O 1.13 -2.38 -3.15 -0.81
C 1.47 -1.76 -2.13 -0.31
O 0.76 -0.84 -1.60 -0.17
C 2.83 -2.04 -1.42 0.10
C 2.65 -2.56 0.01 -0.04
C 3.98 -3.14 0.48 -1.01
C 4.81 -1.89 0.81 -1.09
C 3.89 -0.76 0.35 -0.07
O 2.56 -1.29 0.78 -0.38
C 3.75 -0.77 -1.17 0.11
C 3.16 0.59 -1.61 0.07
O 3.39 1.00 -2.74 -0.77
O 2.45 1.18 -0.66 -0.69
H 3.36 -2.78 -2.01 0.58
H 1.78 -3.18 0.21 0.58
H 3.79 -3.75 1.36 0.35
H 4.44 -3.77 -0.28 0.35
H 4.93 -1.82 1.90 0.34
H 5.81 -1.83 0.37 0.42
H 4.03 0.21 0.82 0.67
H 4.68 -0.98 -1.70 0.56
O -4.07 2.98 3.97 -0.55
C -2.92 2.72 3.23 1.08
C -2.67 3.29 2.00 -0.53
C -1.58 2.85 1.24 0.01
N -0.83 1.86 1.72 -0.04
C -0.96 1.39 2.94 0.34
C -1.99 1.83 3.80 -0.63
C 0.17 0.40 3.28 0.29
O 0.08 -0.28 4.31 -0.75
O 1.06 0.38 2.35 -0.65
C -0.98 3.39 -0.11 0.34
O -1.62 4.25 -0.73 -0.77
O 0.13 2.82 -0.38 -0.62
H -4.70 3.56 3.53 0.30
H -3.33 4.04 1.53 0.36
H -2.08 1.45 4.82 0.49
N -1.28 -2.27 -0.14 -0.04
C -1.75 -3.37 0.46 -0.36
C -2.11 -3.04 1.77 -0.93
C -1.86 -1.66 1.85 -0.43
N -1.31 -1.21 0.72 0.42
H -0.89 -2.15 -1.10 0.11
H -1.91 -4.31 -0.06 0.46
H -2.54 -3.70 2.51 0.38
H -2.03 -1.02 2.70 0.45
C -3.22 1.35 -2.94 -0.74
C -2.01 2.09 -3.51 -0.69
C -0.81 1.34 -2.93 -0.61
O -1.29 0.73 -1.69 0.33
C -2.73 0.80 -1.60 -0.33
H -3.49 0.49 -3.56 0.34
H -4.12 1.97 -2.83 0.32
H -2.03 3.09 -3.05 0.25
H -2.00 2.17 -4.59 0.40
H 0.06 1.95 -2.67 0.30
H -0.45 0.50 -3.57 0.40
H -2.99 1.47 -0.74 0.04
H -3.12 -0.20 -1.40 0.33
```

Results
Expectation value of S²: 3.75
Multiplicity: 4
ΔE to the lowest compared entry with this formula, charge and spin, kJ/mol: 29.0
Orbital gap, eV: 8.2
Net charge: -1



# 6
Computed, not measured: a single C4H6N2O molecule, with wB97M-V/def2-TZVPD.

```
13
Properties=species:S:1:pos:R:3:mulliken_charge:R:1
C 1.01 1.66 0.00 -1.04
C 0.59 0.23 -0.23 0.63
N 0.58 -0.19 -1.54 -0.20
O 0.01 -1.26 -1.81 -0.49
C 0.52 -0.71 0.90 -0.48
C -0.69 -0.93 0.55 0.24
N -1.91 -1.26 0.22 -0.41
H 1.00 2.21 -0.95 0.36
H 0.36 2.17 0.71 0.28
H 2.03 1.70 0.40 0.24
H 1.24 -0.97 1.68 0.38
H -2.69 -1.12 0.83 0.23
H -2.06 -1.54 -0.74 0.25
```

Results
Multiplicity: 1
ΔE to the lowest compared entry with this formula, charge and spin, kJ/mol: 560.3
Orbital gap (spin up / spin down), eV: 8.6 / 8.6
SMILES: C[C@@]1(N=O)C=C1N



# 7
Computed, not measured: 17 unconnected molecules or ions with the total composition C61H104O51 at a distorted geometry, with wB97M-V/def2-TZVPD.

```
216
Properties=species:S:1:pos:R:3:mulliken_charge:R:1
C 6.44 -4.63 1.85 -0.10
C 5.40 -4.45 0.79 0.40
O 4.38 -3.63 1.36 0.25
C 4.73 -3.26 2.61 0.31
O 4.13 -2.48 3.33 -0.58
O 5.76 -3.99 3.00 -0.44
H 7.34 -4.08 1.56 0.03
H 6.62 -5.67 2.10 0.32
H 5.04 -5.41 0.42 0.08
H 5.81 -3.85 -0.02 -0.21
C 0.90 -5.90 3.69 -0.32
C 1.33 -5.73 2.29 0.14
O 0.17 -5.29 1.66 0.31
C -0.87 -5.56 2.44 0.16
O -2.04 -5.30 2.11 -0.39
O -0.43 -5.94 3.64 -0.40
H 1.22 -5.14 4.41 0.12
H 1.38 -6.80 4.07 0.36
H 1.70 -6.64 1.83 0.32
H 2.11 -4.97 2.25 -0.23
C 0.77 6.97 3.58 -0.21
C 2.14 7.53 3.26 -0.45
O 2.80 6.41 2.73 -0.35
C 1.98 5.39 2.46 0.18
O 2.25 4.30 1.92 -0.20
O 0.75 5.67 2.97 -0.03
H 0.08 7.69 3.12 0.13
H 0.58 7.03 4.65 0.31
H 2.70 7.76 4.17 0.28
H 2.12 8.32 2.51 0.27
C 0.44 -1.89 -4.58 0.40
C -0.30 -0.62 -4.22 0.20
O -1.43 -0.99 -3.42 0.41
C -1.48 -2.30 -3.34 -0.11
O -2.36 -3.00 -2.90 -0.48
O -0.60 -2.81 -4.25 -0.35
H 1.37 -1.86 -4.01 -0.43
H 0.73 -2.01 -5.62 0.37
H -0.61 0.11 -4.97 0.26
H 0.24 -0.02 -3.49 -0.29
C -0.03 -2.41 6.10 -1.29
C 0.17 -0.90 6.11 0.55
C 1.22 -0.35 5.11 -0.36
O 0.61 0.58 4.35 0.02
C -0.69 0.69 4.70 0.45
O -1.42 1.49 4.17 -0.43
O -0.97 -0.22 5.63 -0.37
H -0.58 -2.83 6.94 0.44
H 0.92 -2.94 6.09 0.37
H -0.56 -2.77 5.22 0.15
H 0.39 -0.58 7.12 0.31
H 1.65 -1.12 4.47 0.08
H 1.97 0.15 5.72 0.22
C -4.66 -0.29 -3.29 -0.40
C -6.00 0.13 -2.73 0.42
C -7.21 -0.47 -3.51 -0.65
O -7.62 -1.46 -2.62 -0.38
C -7.21 -1.25 -1.40 0.31
O -7.68 -1.74 -0.37 -0.49
O -6.15 -0.37 -1.40 0.08
H -4.67 -1.38 -3.35 0.39
H -3.87 -0.10 -2.57 -0.50
H -4.49 0.35 -4.16 0.28
H -6.10 1.22 -2.75 0.13
H -6.95 -0.84 -4.50 0.33
H -7.90 0.36 -3.65 0.35
C 0.74 3.58 -1.57 -0.35
C 2.09 3.12 -2.02 0.16
C 2.98 2.51 -0.91 0.36
O 3.46 1.31 -1.48 -0.05
C 2.89 0.99 -2.64 0.32
O 3.29 0.10 -3.41 -0.60
O 1.95 1.97 -2.90 -0.11
H 0.78 4.40 -0.86 0.37
H 0.19 2.75 -1.11 -0.39
H 0.20 3.90 -2.46 0.06
H 2.51 3.93 -2.61 0.33
H 2.31 2.36 -0.07 -0.25
H 3.73 3.26 -0.66 0.39
C 6.48 -0.61 -0.74 -0.56
C 7.86 -1.22 -1.12 0.46
C 9.08 -0.80 -0.33 -0.47
O 9.82 -1.99 -0.15 -0.35
C 9.01 -3.04 -0.41 0.50
O 9.32 -4.23 -0.27 -0.59
O 7.87 -2.61 -0.99 -0.17
H 5.82 -0.82 -1.58 -0.31
H 6.49 0.48 -0.70 0.52
H 5.97 -1.05 0.11 0.17
H 8.11 -0.93 -2.15 0.19
H 8.82 -0.28 0.59 0.21
H 9.74 -0.09 -0.83 0.34
C 1.66 -0.79 0.51 -0.28
C 0.55 -1.15 -0.49 1.91
C -0.46 -2.21 0.08 0.22
O -1.70 -1.55 0.07 0.48
C -1.56 -0.29 -0.37 -0.46
O -2.44 0.51 -0.44 -0.01
O -0.30 -0.04 -0.66 0.11
H 2.05 0.19 0.26 -0.71
H 2.49 -1.48 0.37 -0.06
H 1.36 -0.81 1.55 0.36
H 1.01 -1.43 -1.44 -0.49
H -0.20 -2.56 1.08 -0.17
H -0.51 -3.07 -0.59 -1.00
C -5.07 -6.81 2.05 -0.18
O -5.70 -5.49 2.17 -0.37
C -5.69 -4.44 1.29 0.48
O -6.56 -3.58 1.34 -0.47
O -4.75 -4.54 0.34 -0.05
C -4.45 -3.52 -0.64 0.17
H -5.12 -7.52 2.88 0.27
H -4.01 -6.57 1.92 -0.11
H -5.56 -7.24 1.18 0.25
H -5.06 -3.67 -1.53 0.38
H -3.44 -3.58 -1.04 -0.26
H -4.60 -2.48 -0.34 -0.13
C -1.76 -5.97 -1.12 0.18
O -1.97 -6.25 -2.50 -0.18
C -2.73 -7.26 -3.04 0.46
O -2.74 -7.54 -4.24 -0.62
O -3.50 -7.87 -2.09 -0.22
C -4.36 -8.96 -2.53 -0.77
H -2.61 -5.66 -0.51 0.06
H -0.96 -5.26 -0.87 -0.45
H -1.45 -6.94 -0.73 0.65
H -3.94 -9.70 -3.21 0.32
H -5.15 -8.49 -3.11 0.31
H -4.78 -9.47 -1.66 0.25
C 0.13 6.14 -5.95 -0.86
O -0.14 4.94 -5.26 -0.17
C -1.22 4.22 -5.69 0.42
O -2.09 4.47 -6.58 -0.62
O -1.32 3.24 -4.78 0.09
C -2.43 2.31 -4.89 -0.75
H 0.58 5.99 -6.93 0.32
H 0.74 6.86 -5.40 0.30
H -0.81 6.68 -6.11 0.35
H -2.52 1.55 -4.11 -0.26
H -2.20 1.72 -5.78 0.63
H -3.43 2.74 -4.98 0.47
C 3.92 1.08 2.25 0.54
C 5.13 1.86 2.82 -0.73
O 5.42 2.98 1.96 -0.07
C 5.68 4.28 2.27 0.65
O 5.92 5.16 1.42 -0.61
O 5.65 4.41 3.69 -0.27
C 6.01 5.56 4.27 -0.73
H 2.98 1.60 2.47 0.00
H 3.78 0.16 2.82 0.29
H 4.05 0.99 1.18 -0.35
H 5.99 1.20 2.68 0.23
H 4.82 2.16 3.82 0.41
H 6.44 6.25 3.55 0.36
H 6.73 5.34 5.06 0.26
H 5.10 6.01 4.68 0.16
C 6.06 -2.26 -4.20 -1.35
C 4.63 -2.49 -3.55 1.00
O 4.49 -3.82 -3.05 -0.40
C 3.27 -4.14 -2.39 0.31
O 2.35 -3.40 -2.13 0.01
O 3.35 -5.38 -2.12 -0.50
C 2.42 -6.07 -1.24 -0.71
H 6.24 -2.71 -5.18 0.45
H 6.80 -2.57 -3.47 0.24
H 6.21 -1.21 -4.47 0.34
H 3.84 -2.19 -4.24 0.12
H 4.49 -1.79 -2.73 -0.48
H 3.04 -6.81 -0.72 0.38
H 1.60 -6.63 -1.69 0.48
H 2.04 -5.45 -0.42 0.09
C -1.69 7.45 -2.43 -0.86
C -2.84 6.88 -3.20 -0.29
O -3.28 5.71 -2.52 -0.19
C -4.39 5.05 -2.96 0.59
O -5.21 5.52 -3.69 -0.65
O -4.56 3.92 -2.43 -0.21
C -3.81 3.43 -1.30 0.01
H -0.80 6.83 -2.52 0.10
H -1.86 7.61 -1.37 0.06
H -1.38 8.42 -2.80 0.50
H -2.58 6.70 -4.24 0.23
H -3.65 7.61 -3.17 0.36
H -3.90 2.35 -1.21 -0.08
H -4.14 3.92 -0.38 0.47
H -2.78 3.77 -1.32 -0.07
C -3.26 -1.88 3.55 -0.69
C -3.72 -0.82 2.65 1.17
O -4.99 -1.20 2.17 0.03
C -6.03 -0.40 2.18 0.56
O -7.22 -0.75 2.05 -0.60
O -5.69 0.86 2.53 -0.31
C -6.62 1.89 2.50 -0.69
H -3.55 -2.84 3.12 -0.02
H -3.70 -1.75 4.53 0.43
H -2.18 -1.77 3.66 -0.12
H -3.00 -0.78 1.83 -1.03
H -3.65 0.17 3.10 0.51
H -7.25 1.80 1.62 0.29
H -6.14 2.87 2.44 0.16
H -7.22 1.91 3.41 0.28
C -3.75 7.79 3.56 -1.29
C -3.21 7.02 2.32 -0.20
O -2.46 5.88 2.78 -0.31
C -1.95 5.20 1.81 0.51
O -1.81 5.57 0.63 -0.66
O -1.55 3.98 2.28 -0.08
C -0.83 3.09 1.42 1.65
H -4.43 7.04 3.95 0.32
H -4.37 8.64 3.27 0.38
H -2.96 8.09 4.25 0.29
H -2.44 7.59 1.79 0.32
H -4.01 6.72 1.65 0.32
H 0.09 3.58 1.08 -0.51
H -1.40 2.82 0.53 -0.39
H -0.51 2.20 1.95 -0.43
```

Results
Multiplicity: 1
Orbital gap, eV: 8.5



# 8
Computed, not measured: a single C3H7NO molecule, with wB97M-V/def2-TZVPD.

```
12
Properties=species:S:1:pos:R:3:mulliken_charge:R:1
O -1.68 0.00 0.69 -0.55
C -1.20 -0.32 -0.60 -0.26
C 0.30 -0.51 -0.77 -0.36
C 1.03 0.75 0.32 -0.45
N 0.88 -0.69 0.53 -0.49
H -1.13 -0.52 1.30 0.34
H -1.57 0.45 -1.29 0.33
H -1.60 -1.28 -0.95 0.26
H 0.82 0.83 -0.87 0.21
H 0.32 1.34 0.88 0.26
H 2.06 1.09 0.32 0.37
H 1.79 -1.13 0.44 0.33
```

Results
Multiplicity: 1
ΔE to the lowest compared entry with this formula, charge and spin, kJ/mol: 472.9
Orbital gap, eV: 9.5



# 9
Computed, not measured: 2 unconnected molecules or ions with the total composition C4H15N2O at a distorted geometry, with wB97M-V/def2-TZVPD.

```
22
Properties=species:S:1:pos:R:3:mulliken_charge:R:1
C -1.06 -0.61 -0.78 -1.05
N -1.29 -1.83 0.09 -0.70
C 0.01 0.23 -0.25 0.21
N 1.15 -0.69 -0.14 -0.05
C -1.05 2.46 -0.59 -1.05
C 0.00 1.39 -1.22 -0.75
H -0.89 -1.13 -1.71 0.45
H -1.91 0.06 -0.91 0.35
H -1.14 -2.66 -0.45 0.27
H -2.36 -2.01 0.14 0.28
H -0.32 0.58 0.79 0.10
H 0.83 -1.57 -0.54 0.43
H 1.59 -0.82 0.81 0.31
H 1.96 -0.37 -0.80 0.44
H -0.94 3.38 -1.21 0.36
H -1.97 1.94 -0.50 0.37
H -0.63 2.64 0.42 0.32
H 0.99 1.78 -1.08 0.37
H -0.38 1.20 -2.25 0.35
H 1.09 -0.67 2.77 0.31
H 2.63 -0.78 3.01 0.32
O 1.89 -0.60 2.35 -0.64
```

Results
Multiplicity: 1
ΔE to the lowest compared entry with this formula, charge and spin, kJ/mol: 227.9
Orbital gap, eV: 11.1
Net charge: +1